No. 1
57
Properties=species:S:1:pos:R:3 method="wB97M-V/def2-TZVPD" total_charge=+2 fmax_ha_per_bohr=0.1529 e_homo_ev="-16.4 / -16.4" homo_lumo_gap_ev="11.3 / 5.5" multiplicity=7 s2=12.0173
Fe 0.472 -0.756 -0.322
S 2.707 -2.128 0.067
O 3.650 -1.389 0.829
O 3.270 -3.350 -0.372
O 1.420 -2.238 0.657
O 2.137 -1.296 -0.965
C -2.254 -3.264 -2.563
C -1.833 -2.240 -1.485
C -1.842 -2.811 -0.105
O -1.061 -1.997 0.779
C -1.001 -2.506 2.169
N -0.508 -1.749 -1.837
H -1.988 -4.289 -2.308
H -2.011 -3.185 -3.622
H -3.336 -3.390 -2.604
H -2.559 -1.431 -1.575
H -1.508 -3.846 -0.041
H -2.857 -2.743 0.285
H -2.025 -2.373 2.516
H -0.436 -1.807 2.786
H -0.672 -3.510 2.436
H -0.745 -1.326 -2.722
H -0.069 -2.569 -2.231
C 2.195 -0.108 3.226
C 1.234 0.876 2.389
C 1.444 2.313 2.478
O 0.645 2.930 1.449
C 0.584 4.426 1.543
N 1.383 0.574 0.937
H 3.165 -0.263 2.752
H 1.788 -1.119 3.214
H 2.503 0.231 4.215
H 0.250 0.621 2.782
H 2.529 2.340 2.373
H 1.255 2.700 3.480
H 1.636 4.707 1.509
H 0.180 4.909 2.434
H 0.144 4.796 0.617
H 2.380 0.474 0.809
H 1.350 1.558 0.710
C -2.536 2.190 -0.925
C -1.499 1.132 -1.258
C -0.323 1.701 -2.035
O 0.735 0.759 -1.889
C 1.735 1.020 -2.880
N -1.298 0.511 0.000
H -2.992 2.499 -1.866
H -2.097 3.026 -0.381
H -3.379 1.794 -0.359
H -2.019 0.472 -1.952
H 0.045 2.636 -1.612
H -0.666 1.795 -3.065
H 2.346 1.914 -2.753
H 1.397 1.124 -3.911
H 2.438 0.187 -2.854
H -1.326 1.271 0.666
H -2.176 0.197 0.388



No. 2
60
Properties=species:S:1:pos:R:3 method="wB97M-V/def2-TZVPD" total_charge=0 fmax_ha_per_bohr=0.0894 e_above_lowest_kcal_mol=2.54 e_homo_ev="-8.8 / -8.6" homo_lumo_gap_ev="9.2 / 9.0" multiplicity=5 s2=6.0072
Fe -13.458 -8.515 2.034
N -11.624 -6.809 -0.138
O -12.312 -7.370 0.708
O -11.382 -5.638 0.017
O -11.210 -7.425 -1.060
N -15.840 -9.361 4.065
O -15.682 -8.504 4.946
O -15.000 -9.507 3.202
O -16.875 -9.990 3.986
C -12.646 -5.702 5.267
C -12.157 -6.105 3.903
C -10.650 -5.950 3.623
O -9.911 -6.892 4.304
C -8.521 -7.016 3.953
N -12.619 -7.472 3.811
H -12.300 -6.399 6.030
H -13.735 -5.704 5.299
H -12.395 -4.668 5.504
H -12.718 -5.473 3.214
H -10.321 -4.945 3.888
H -10.437 -6.054 2.559
H -8.102 -7.913 4.408
H -7.963 -6.137 4.275
H -8.552 -7.059 2.864
H -13.308 -7.559 4.545
H -11.818 -7.990 4.142
C -9.952 -9.596 1.760
C -11.176 -10.396 1.330
C -10.899 -11.920 1.192
O -12.183 -12.636 0.935
C -12.171 -14.063 1.065
N -12.223 -10.151 2.263
H -9.118 -9.782 1.084
H -9.674 -9.842 2.785
H -10.044 -8.510 1.753
H -11.398 -10.071 0.314
H -10.480 -12.257 2.141
H -10.231 -12.131 0.356
H -12.004 -14.318 2.111
H -11.503 -14.595 0.387
H -13.199 -14.382 0.896
H -12.862 -10.920 2.122
H -11.920 -10.303 3.215
C -16.020 -8.713 -1.391
C -15.172 -8.266 -0.192
C -15.902 -7.491 0.921
O -14.944 -7.042 1.859
C -15.570 -6.233 2.821
N -14.522 -9.390 0.395
H -16.460 -7.799 -1.788
H -16.823 -9.375 -1.067
H -15.423 -9.214 -2.153
H -14.387 -7.631 -0.602
H -16.668 -8.135 1.352
H -16.445 -6.668 0.458
H -14.873 -6.051 3.639
H -16.485 -6.625 3.264
H -15.862 -5.312 2.316
H -14.222 -9.884 -0.434
H -15.295 -9.989 0.649



No. 3
56
Properties=species:S:1:pos:R:3 method="wB97M-V/def2-TZVPD" total_charge=0 fmax_ha_per_bohr=0.0383 e_homo_ev=-7.5 homo_lumo_gap_ev=7.4 multiplicity=1
Y -0.176 -1.748 -0.238
N 2.334 -2.985 -0.112
N 2.354 -3.250 1.283
C 1.333 -2.850 2.168
O 1.398 -3.278 3.300
O 0.476 -2.017 1.703
H 2.252 -3.857 -0.644
H 3.213 -2.528 -0.373
H 2.929 -4.012 1.622
C -2.281 -5.369 -0.154
C -1.627 -4.041 -0.467
O -2.207 -2.970 -0.153
O -0.506 -4.026 -1.038
H -3.360 -5.250 -0.129
H -1.931 -5.711 0.820
H -1.993 -6.103 -0.901
C -2.889 3.263 0.159
Si -2.363 1.439 -0.052
C -3.099 0.443 1.405
C -3.171 0.748 -1.644
Si -0.025 0.974 -0.177
Si 1.108 1.388 -2.239
C 2.843 0.562 -2.178
C 0.213 0.366 -3.601
C 1.307 3.183 -2.870
Si 1.101 1.543 1.837
C 1.317 3.439 2.030
C 0.132 0.848 3.326
C 2.847 0.768 1.866
H -3.968 3.363 0.222
H -2.550 3.871 -0.671
H -2.470 3.683 1.067
H -4.177 0.343 1.322
H -2.890 0.922 2.356
H -2.674 -0.563 1.437
H -4.250 0.866 -1.642
H -2.955 -0.316 -1.742
H -2.790 1.252 -2.526
H 2.731 -0.521 -2.118
H 3.409 0.882 -1.311
H 3.443 0.782 -3.056
H -0.007 -0.640 -3.222
H 0.811 0.247 -4.501
H -0.728 0.818 -3.895
H 1.899 3.771 -2.176
H 0.341 3.668 -2.969
H 1.797 3.233 -3.840
H 0.358 3.946 2.007
H 1.923 3.841 1.224
H 1.804 3.693 2.968
H -0.798 1.384 3.493
H 0.716 0.894 4.242
H -0.104 -0.199 3.144
H 3.416 0.997 0.970
H 2.761 -0.311 1.948
H 3.422 1.121 2.715